Below is 2 unconnected molecules or ions with the total composition C12H11F2N2O4S in a non-equilibrium geometry, with properties calculated with wB97M-V/def2-TZVPD.

CARTESIAN COORDINATES (ANGSTROEM)
C1 -2.600 0.133 -2.196
C2 -2.051 1.322 -1.452
C3 -2.889 2.583 -1.541
N1 -0.656 1.543 -2.102
O1 0.097 2.415 -1.667
O2 -0.454 0.835 -3.098
H1 -3.656 -0.018 -1.907
H2 -2.512 0.320 -3.272
H3 -2.040 -0.768 -1.917
H4 -3.878 2.331 -1.131
H5 -2.421 3.356 -0.924
H6 -2.977 2.849 -2.599
F1 -1.833 3.381 1.298
C4 -0.978 2.383 0.829
F2 -0.228 1.943 1.897
S1 -2.092 1.061 0.243
N2 0.090 -0.319 0.448
C5 0.081 -0.962 1.681
O3 -0.805 -0.938 2.551
C6 1.378 -1.726 1.771
C7 2.039 -1.518 0.576
C8 3.262 -2.091 0.268
C9 3.846 -2.896 1.259
C10 3.211 -3.096 2.495
C11 1.953 -2.511 2.764
C12 1.223 -0.593 -0.263
O4 1.555 -0.183 -1.372
H7 -0.278 2.753 0.060
H8 3.688 -1.889 -0.718
H9 4.804 -3.358 1.052
H10 3.693 -3.705 3.259
H11 1.425 -2.638 3.707

Force components x, y, z for each atom (eV/Å):
C -1.011 -0.459 0.244
C 0.034 0.591 -1.063
C -0.006 0.228 -1.502
N 0.514 -0.447 -1.170
O -0.752 -1.081 -1.445
O 0.668 1.900 1.603
H 0.373 0.100 -0.105
H -0.333 -0.256 0.372
H -0.086 0.240 -0.218
H 0.417 0.262 -0.238
H -0.356 0.050 -0.499
H -0.145 0.601 -0.071
F 0.913 0.143 0.176
C -0.133 -0.537 0.729
F -0.902 0.690 -0.443
S -0.066 -0.789 3.022
N 0.551 -0.498 -0.013
C -0.541 0.590 -0.632
O 1.178 -0.059 -1.116
C 0.730 -0.617 0.486
C 1.104 -0.530 -0.239
C -0.390 -0.032 0.492
C -0.237 0.146 -0.017
C -0.353 0.308 -0.217
C 0.157 0.092 -0.378
C -0.670 -0.154 0.849
O -0.119 -0.151 0.383
H -0.819 -0.053 0.755
H 0.086 -0.170 0.402
H 0.035 -0.082 0.152
H -0.067 0.083 -0.175
H 0.225 -0.109 -0.122

Properties
- spin multiplicity = 1
- highest occupied orbital energy (eV) = -4.043
- net charge = -1
- HOMO-LUMO gap (eV) = 7.1256
- relative energy (zero: lowest compared OMol25 entry of this formula, charge and spin) (kcal/mol) = 0.0

Here is what natural (NBO) gives for the atomic charges, in e:
1. C -0.631
2. C -0.111
3. C -0.620
4. N 0.537
5. O -0.386
6. O -0.353
7. H 0.208
8. H 0.237
9. H 0.250
10. H 0.231
11. H 0.236
12. H 0.183
13. F -0.380
14. C 0.392
15. F -0.337
16. S 0.324
17. N -0.734
18. C 0.634
19. O -0.641
20. C -0.057
21. C -0.133
22. C -0.193
23. C -0.230
24. C -0.234
25. C -0.221
26. C 0.627
27. O -0.647
28. H 0.210
29. H 0.224
30. H 0.196
31. H 0.199
32. H 0.217

Below is a molecular structure, C12H11F3N2O9PW, with properties calculated with wB97M-V/def2-TZVPD.

CARTESIAN COORDINATES (ANGSTROEM)
W1 0.326 0.202 0.032
O1 1.857 -0.927 0.226
C1 1.738 -1.158 -1.119
O2 1.817 -0.126 -1.779
C2 0.634 -2.175 -1.359
C3 0.516 -3.524 -1.073
C4 -0.733 -3.995 -0.690
C5 -1.833 -3.181 -0.355
C6 -1.674 -1.852 -0.611
C7 -0.538 -1.349 -1.287
O3 -0.572 -0.042 -1.678
N1 -2.481 -0.783 -0.002
O4 -1.770 0.235 0.412
O5 -3.627 -0.846 0.187
N2 -0.869 -5.480 -0.419
O6 -1.948 -5.816 -0.013
O7 0.113 -6.128 -0.647
H1 1.354 -4.216 -1.090
H2 -2.693 -3.627 0.141
F1 1.162 1.077 4.420
C8 0.033 0.505 4.055
F2 -0.994 1.311 4.257
F3 -0.140 -0.651 4.640
C9 0.107 0.275 2.516
O8 0.347 1.277 1.693
O9 -0.063 -0.807 1.925
C10 -0.570 3.674 0.049
P1 0.646 2.662 -0.795
C11 0.484 2.750 -2.576
C12 2.311 3.086 -0.283
H3 -0.320 4.703 -0.242
H4 -0.465 3.587 1.128
H5 -1.592 3.469 -0.268
H6 0.681 3.793 -2.849
H7 -0.519 2.484 -2.909
H8 1.229 2.113 -3.051
H9 2.729 3.888 -0.899
H10 2.973 2.232 -0.456
H11 2.342 3.360 0.771

Force components x, y, z for each atom (eV/Å):
W -0.950 -0.200 0.223
O 0.234 -0.274 0.133
C -0.276 0.331 -0.303
O 0.474 -0.229 -0.213
C 0.102 0.072 -0.067
C 0.026 -0.037 0.002
C 0.100 -0.119 -0.041
C -0.105 -0.018 0.045
C 0.118 -0.194 -0.103
C -0.128 -0.025 -0.021
O 0.153 0.283 0.196
N -0.051 0.169 0.089
O -0.055 -0.193 -0.014
O 0.007 -0.025 -0.043
N -0.007 0.250 0.006
O -0.037 -0.086 0.012
O 0.028 -0.093 -0.014
H 0.011 0.017 -0.003
H -0.012 0.041 0.001
F -0.017 -0.011 0.006
C 0.040 0.040 0.004
F -0.004 0.002 0.003
F 0.001 -0.010 0.003
C 0.047 0.039 -0.068
O 0.040 0.382 0.264
O 0.103 0.078 0.019
C 0.079 0.058 -0.055
P 0.092 -0.049 -0.184
C 0.011 -0.007 0.032
C 0.355 -0.375 0.045
H -0.040 0.013 0.023
H -0.030 0.035 0.006
H 0.014 -0.075 -0.030
H 0.003 0.002 -0.007
H -0.005 -0.030 0.031
H -0.014 0.023 -0.048
H -0.298 0.174 0.014
H 0.013 -0.006 0.068
H -0.018 0.049 -0.010

Properties
- spin multiplicity = 1
- highest occupied orbital energy (eV) = -20.758
- net charge = +3
- HOMO-LUMO gap (eV) = 6.4689
- relative energy (zero: lowest compared OMol25 entry of this formula, charge and spin) (kcal/mol) = 115.6

Here is what Löwdin gives for the atomic charges, in e:
1. W 1.979
2. O -0.046
3. C -0.380
4. O 0.129
5. C 0.044
6. C 0.158
7. C 0.022
8. C 0.183
9. C -0.023
10. C -0.313
11. O -0.142
12. N -0.164
13. O -0.069
14. O 0.366
15. N -0.321
16. O 0.180
17. O 0.186
18. H 0.176
19. H 0.177
20. F 0.245
21. C -0.578
22. F 0.238
23. F 0.256
24. C -0.318
25. O -0.126
26. O 0.062
27. C -0.171
28. P 0.853
29. C -0.178
30. C -0.175
31. H 0.102
32. H 0.067
33. H 0.083
34. H 0.099
35. H 0.079
36. H 0.073
37. H 0.099
38. H 0.067
39. H 0.082

Below is a gas-phase ion, C12H11N2 (charge +1) in a non-equilibrium geometry, with properties calculated with wB97M-V/def2-TZVPD.

CARTESIAN COORDINATES (ANGSTROEM)
C1 3.700 0.404 0.102
C2 3.643 -0.863 0.720
C3 2.608 0.817 -0.632
C4 2.439 -1.575 0.881
C5 1.360 0.098 -0.697
C6 1.273 -1.207 -0.065
C7 0.252 0.694 -1.248
C8 -1.034 0.770 -0.783
C9 -0.760 -2.487 -0.980
C10 -2.505 -1.280 -0.053
C11 0.223 -1.995 -0.287
C12 -1.869 0.039 0.003
N1 -2.088 -2.363 -0.632
N2 -2.694 0.875 1.021
H1 4.614 0.922 0.131
H2 4.530 -1.141 1.298
H3 2.661 1.744 -1.202
H4 2.431 -2.559 1.409
H5 0.524 1.573 -1.771
H6 -1.470 1.728 -1.073
H7 -0.609 -3.162 -1.720
H8 -3.443 -1.402 0.434
H9 -2.047 1.744 1.327
H10 -3.091 0.229 1.727
H11 -3.458 1.348 0.617

Force components x, y, z for each atom (eV/Å):
C -2.249 -1.062 -1.505
C -1.769 -1.090 2.182
C 0.216 0.305 -0.082
C 0.672 0.155 -2.291
C 1.213 -1.643 0.474
C 2.541 0.029 2.367
C 0.318 0.893 -0.027
C -0.354 0.986 -0.777
C -1.238 1.425 1.968
C 2.619 -0.400 -1.038
C 0.573 1.051 0.066
C -1.663 -2.385 2.057
N -1.097 0.657 0.701
N 2.766 1.704 -0.185
H 0.821 0.863 -0.081
H -0.395 -0.307 -0.227
H -0.066 -0.069 0.263
H -0.154 1.088 -0.490
H 0.086 0.741 -0.803
H -0.073 0.279 0.210
H 0.815 -1.982 -2.355
H -1.039 0.232 0.284
H -1.757 -2.948 0.120
H 0.811 0.873 0.154
H -1.596 0.606 -0.983

Properties
- spin multiplicity = 1
- highest occupied orbital energy (alpha / beta) (eV) = -11.128 / -11.125
- net charge = +1
- HOMO-LUMO gap (alpha / beta) (eV) = 6.2956 / 6.2893
- relative energy (zero: lowest compared OMol25 entry of this formula, charge and spin) (kcal/mol) = 70.1

Here is what natural (NBO) gives for the atomic charges, in e:
1. C -0.138
2. C -0.215
3. C -0.202
4. C -0.129
5. C 0.051
6. C -0.184
7. C -0.203
8. C -0.191
9. C -0.086
10. C 0.074
11. C 0.214
12. C -0.040
13. N -0.399
14. N -0.710
15. H 0.236
16. H 0.236
17. H 0.227
18. H 0.242
19. H 0.221
20. H 0.207
21. H 0.249
22. H 0.194
23. H 0.469
24. H 0.458
25. H 0.419

- spin multiplicity of number 1 (C12H11F2N2O4S)?
  1